20
Properties=species:S:1:pos:R:3 method="wB97M-V/def2-TZVPD" relative_energy_ev=0.0053 homo_lumo_gap_ev="8.10 / 8.10" spin_multiplicity=1 total_charge=+1 lumo_energy_ev="-5.1 / -5.1"
C 0.183 -1.377 0.307
C -0.098 0.997 -0.251
C 1.529 -1.234 0.264
C 1.277 1.106 -0.283
C -0.648 -0.279 0.025
C 2.181 -0.022 -0.049
C -2.067 -0.413 0.160
C -4.685 0.557 -0.128
C 3.613 0.202 -0.085
O -2.928 0.480 0.025
O -5.357 -0.368 -0.189
H -0.331 -2.279 0.574
H -0.927 1.706 -0.634
H 2.036 -2.144 0.475
H 1.798 2.031 -0.483
H -2.543 -1.460 0.461
H -4.717 1.595 -0.183
H 3.795 1.065 -0.604
H 3.910 0.571 0.930
H 3.979 -0.735 -0.335

***

23
Properties=species:S:1:pos:R:3 method="wB97M-V/def2-TZVPD" smiles="O=[P@@]([O-])(O)/C([O-])=C1/C=CC=CC12CC2" relative_energy_ev=1.7761 homo_lumo_gap_ev=5.23 spin_multiplicity=1 total_charge=-2 lumo_energy_ev=6.1
C -2.430 -1.663 0.710
C -2.020 -2.019 -0.654
C -1.779 -0.681 1.385
C -0.933 -1.284 -1.225
C -0.479 -0.102 0.897
C -0.248 -0.278 -0.580
C 0.093 1.107 1.589
C 0.774 -0.174 1.851
C 0.691 0.404 -1.438
O 2.856 1.427 0.312
O 3.124 1.328 -2.316
O 1.546 3.022 -1.186
O 0.656 0.226 -2.765
P 2.059 1.637 -0.950
H -3.298 -2.179 0.966
H -2.664 -2.546 -1.369
H -1.992 -0.684 2.378
H -0.768 -1.248 -2.279
H 0.564 1.768 1.001
H -0.617 1.393 2.483
H 1.742 -0.337 1.431
H 0.579 -0.651 2.764
H 2.543 1.534 -3.006

***

15
Properties=species:S:1:pos:R:3 method="wB97M-V/def2-TZVPD" relative_energy_ev=0.2502 homo_lumo_gap_ev=2.58 spin_multiplicity=1 total_charge=-3 lumo_energy_ev=5.1
Ag -1.382 -0.108 2.159
C 0.681 -3.923 -0.988
O 1.863 -3.786 -1.292
O 0.417 -3.732 0.181
O -0.143 -4.084 -1.950
B 3.409 1.231 1.873
F 2.685 0.592 2.887
F 2.535 1.749 0.994
F 4.109 2.324 2.335
F 4.265 0.480 1.169
B -3.700 1.858 -1.429
F -4.421 1.353 -2.511
F -4.222 1.466 -0.252
F -2.413 1.365 -1.526
F -3.681 3.216 -1.649

***

5
Properties=species:S:1:pos:R:3 method="wB97M-V/def2-TZVPD" homo_lumo_gap_ev="10.85 / 6.80" spin_multiplicity=3 total_charge=+2 lumo_energy_ev="-11.1 / -15.1"
O -3.490 1.673 0.049
C -2.555 1.053 0.091
O 1.275 -0.463 0.276
Ag 3.180 -0.290 -0.048
Li -0.547 -0.141 0.143

***

6
Properties=species:S:1:pos:R:3 method="wB97M-V/def2-TZVPD" relative_energy_ev=4.1374 homo_lumo_gap_ev="7.09 / 6.13" spin_multiplicity=1 total_charge=+1 lumo_energy_ev="-7.3 / -8.1"
C -0.191 -1.330 0.052
N -0.494 1.624 -0.017
P 0.166 0.233 -0.337
Cl 2.008 0.684 -0.011
Br -1.199 -2.776 -0.246
Br -2.191 2.145 0.152

***

4
Properties=species:S:1:pos:R:3 method="wB97M-V/def2-TZVPD" relative_energy_ev=3.3785 homo_lumo_gap_ev="5.30 / 8.05" spin_multiplicity=1 total_charge=0 lumo_energy_ev="-2.8 / -1.4"
C 0.147 0.315 -0.809
O 0.876 0.496 -1.740
Br -0.193 -1.570 2.010
Br -0.830 0.758 0.539

***

4
Properties=species:S:1:pos:R:3 method="wB97M-V/def2-TZVPD" relative_energy_ev=0.0143 homo_lumo_gap_ev="7.31 / 6.78" spin_multiplicity=3 total_charge=0 lumo_energy_ev="-0.7 / -3.7"
C 0.616 0.083 -0.057
S -0.912 0.383 0.116
Br -3.878 -0.639 -0.002
Br 1.815 -1.257 0.018

***

6
Properties=species:S:1:pos:R:3 method="wB97M-V/def2-TZVPD" relative_energy_ev=0.9678 homo_lumo_gap_ev="7.98 / 6.62" spin_multiplicity=1 total_charge=0 lumo_energy_ev="-1.4 / -2.5"
C -1.004 -0.075 0.029
F -1.595 -0.333 -1.127
S 1.986 -1.139 -0.778
Cl -0.470 1.699 0.170
Cl -1.959 -0.486 1.356
Br 3.042 0.333 0.350

***

6
Properties=species:S:1:pos:R:3 method="wB97M-V/def2-TZVPD" relative_energy_ev=3.4477 homo_lumo_gap_ev=7.75 spin_multiplicity=1 total_charge=0 lumo_energy_ev=-2.8
C 0.761 -0.331 0.422
O 1.436 -0.325 -0.569
F -0.798 1.770 -0.929
F -0.736 -3.109 1.884
Cl -0.198 -1.203 1.300
Br -0.463 3.198 -2.108

***

7
Properties=species:S:1:pos:R:3 method="wB97M-V/def2-TZVPD" relative_energy_ev=2.0917 homo_lumo_gap_ev="9.42 / 7.53" spin_multiplicity=1 total_charge=0 lumo_energy_ev="-0.9 / -1.4"
C 0.033 -1.053 -0.686
N -0.127 1.532 0.939
O 0.203 2.308 0.128
O 0.137 1.296 2.058
F -1.043 -0.449 -1.218
Cl 1.132 -1.497 -1.963
Br -0.336 -2.137 0.742

***

7
Properties=species:S:1:pos:R:3 method="wB97M-V/def2-TZVPD" relative_energy_ev=0.4889 homo_lumo_gap_ev="7.36 / 7.36" spin_multiplicity=1 total_charge=-1 lumo_energy_ev="3.3 / 3.3"
C -0.636 0.664 0.035
O 0.354 -2.024 -0.825
O 2.127 -1.299 0.698
F -1.199 0.695 -1.151
S 1.359 -1.030 -0.514
Cl -1.895 0.274 1.212
Br -0.110 2.720 0.545

***

10
Properties=species:S:1:pos:R:3 method="wB97M-V/def2-TZVPD" relative_energy_ev=2.4988 homo_lumo_gap_ev="5.88 / 5.85" spin_multiplicity=1 total_charge=-1 lumo_energy_ev="0.0 / 0.0"
C -0.405 0.148 0.043
N -0.278 -0.736 1.125
O 0.556 -1.611 0.993
O 1.816 -0.429 -1.446
O -0.992 -0.593 2.103
O 0.695 1.706 -1.730
O 1.526 1.067 0.496
S 1.098 0.646 -0.851
Cl -2.544 -1.766 -1.071
Br -1.472 1.567 0.337

***

4
Properties=species:S:1:pos:R:3 method="wB97M-V/def2-TZVPD" relative_energy_ev=0.0000 homo_lumo_gap_ev=8.09 spin_multiplicity=1 total_charge=0 lumo_energy_ev=-1.2
C -0.058 0.008 0.028
S -0.929 1.513 -0.016
Cl -0.772 -1.505 -0.014
Br 1.758 -0.016 0.002

***

7
Properties=species:S:1:pos:R:3 method="wB97M-V/def2-TZVPD" relative_energy_ev=2.9650 homo_lumo_gap_ev="9.37 / 6.83" spin_multiplicity=1 total_charge=0 lumo_energy_ev="-2.2 / -3.9"
C 0.171 0.679 -0.006
N 0.598 -0.685 -0.009
O 0.810 -1.045 1.139
O 0.687 -1.257 -1.018
F 0.364 1.318 -1.121
F 0.594 1.338 1.014
Br -3.224 -0.350 0.000

***

9
Properties=species:S:1:pos:R:3 method="wB97M-V/def2-TZVPD" relative_energy_ev=0.8446 homo_lumo_gap_ev=10.82 spin_multiplicity=1 total_charge=0 lumo_energy_ev=-0.3
C 2.546 -1.074 0.589
N 1.647 -1.501 1.154
N -1.472 -1.620 -0.419
N -1.018 -0.616 -0.465
N -0.187 0.274 -0.586
N -0.585 1.487 0.145
O 0.249 2.225 0.504
O -1.803 1.627 0.242
Br 3.658 -0.040 -0.311

***

5
Properties=species:S:1:pos:R:3 method="wB97M-V/def2-TZVPD" relative_energy_ev=3.8139 homo_lumo_gap_ev="4.69 / 4.68" spin_multiplicity=1 total_charge=0 lumo_energy_ev="-4.8 / -4.8"
C 1.652 -0.130 0.092
N 2.748 0.296 0.128
O 0.601 -0.695 0.045
S -1.640 0.954 -0.106
Br -3.360 -0.426 -0.158

***

6
Properties=species:S:1:pos:R:3 method="wB97M-V/def2-TZVPD" smiles="O=C(F)Cl.FCl" relative_energy_ev=0.4169 homo_lumo_gap_ev=10.37 spin_multiplicity=1 total_charge=0 lumo_energy_ev=-1.6
C -0.212 -0.761 0.036
O 0.186 -0.733 1.135
F 0.573 -0.629 -1.036
F 0.047 1.898 -0.238
Cl -1.828 -1.015 -0.470
Cl 1.134 3.188 -0.167

***

6
Properties=species:S:1:pos:R:3 method="wB97M-V/def2-TZVPD" relative_energy_ev=3.2425 homo_lumo_gap_ev="6.03 / 6.04" spin_multiplicity=1 total_charge=0 lumo_energy_ev="-4.0 / -4.0"
C -0.295 -0.682 -0.109
N 0.537 0.238 0.106
O -0.777 -1.739 -0.030
F -2.288 0.836 0.053
Cl 2.352 -0.504 0.015
Cl 0.469 1.851 -0.035

***

9
Properties=species:S:1:pos:R:3 method="wB97M-V/def2-TZVPD" relative_energy_ev=2.9545 homo_lumo_gap_ev="6.91 / 8.22" spin_multiplicity=1 total_charge=0 lumo_energy_ev="-4.3 / -3.7"
C -0.293 -0.342 -0.313
N -1.000 0.210 0.855
N 0.995 0.216 -0.869
O -0.556 1.186 1.309
O 1.514 1.184 -0.417
O -1.963 -0.384 1.125
O 1.413 -0.482 -1.736
Cl -1.066 -1.589 -1.164
Cl 1.248 -1.697 1.506

***

6
Properties=species:S:1:pos:R:3 method="wB97M-V/def2-TZVPD" relative_energy_ev=0.6509 homo_lumo_gap_ev=8.09 spin_multiplicity=1 total_charge=0 lumo_energy_ev=-0.8
C 0.529 0.146 0.132
N -0.958 -1.041 -0.656
O -1.972 -0.546 -0.404
Cl 2.031 -0.666 0.238
Cl -0.111 0.655 1.658
Cl 0.480 1.452 -0.967

***

5
Properties=species:S:1:pos:R:3 method="wB97M-V/def2-TZVPD" relative_energy_ev=0.3012 homo_lumo_gap_ev=11.02 spin_multiplicity=1 total_charge=0 lumo_energy_ev=0.0
C 0.086 0.015 0.045
Cl 1.406 0.964 -0.739
Cl -1.535 0.593 -0.553
Cl -0.007 -1.644 -0.572
Cl 0.049 0.072 1.818

***

8
Properties=species:S:1:pos:R:3 method="wB97M-V/def2-TZVPD" relative_energy_ev=3.9898 homo_lumo_gap_ev="8.80 / 5.69" spin_multiplicity=1 total_charge=0 lumo_energy_ev="-2.5 / -3.8"
C 1.269 0.205 0.397
N 0.128 0.479 0.892
O -1.217 1.139 -1.214
P -1.318 0.264 -0.050
Cl 2.601 0.986 0.869
Cl 1.627 -0.992 -0.905
Cl -2.718 0.961 1.227
Cl -0.373 -3.042 -1.215

***

8
Properties=species:S:1:pos:R:3 method="wB97M-V/def2-TZVPD" relative_energy_ev=5.4094 homo_lumo_gap_ev=8.64 spin_multiplicity=1 total_charge=0 lumo_energy_ev=-1.7
C 0.247 0.712 0.973
N 1.134 0.256 -1.362
O -0.200 -0.231 1.154
P -0.048 -0.726 -1.110
Cl 1.848 1.129 1.483
Cl -0.836 2.043 0.690
Cl -0.149 -2.885 -0.809
Cl -1.997 -0.298 -1.019

***

5
Properties=species:S:1:pos:R:3 method="wB97M-V/def2-TZVPD" homo_lumo_gap_ev="7.14 / 7.16" spin_multiplicity=3 total_charge=0 lumo_energy_ev="0.4 / -4.5"
C -0.350 -0.297 -0.024
N 0.841 0.066 0.040
F -0.756 -1.544 -0.010
F 1.299 1.377 -0.009
Cl -1.816 0.875 0.007

***

7
Properties=species:S:1:pos:R:3 method="wB97M-V/def2-TZVPD" relative_energy_ev=2.4248 homo_lumo_gap_ev="10.38 / 7.23" spin_multiplicity=1 total_charge=0 lumo_energy_ev="-0.3 / -1.8"
C 1.858 0.085 0.102
N -2.478 0.004 0.070
O -1.602 -0.277 0.803
O -2.920 -0.472 -0.952
F 2.040 0.489 1.300
F 1.792 1.031 -0.798
Cl 2.870 -1.189 -0.404

***

5
Properties=species:S:1:pos:R:3 method="wB97M-V/def2-TZVPD" smiles=FC(F)(F)Cl relative_energy_ev=0.0703 homo_lumo_gap_ev=13.07 spin_multiplicity=1 total_charge=0 lumo_energy_ev=0.8
C 0.384 -0.009 0.024
F 0.782 -0.830 -0.940
F 0.812 -0.412 1.161
F 0.825 1.229 -0.246
Cl -1.416 0.010 0.004

***

6
Properties=species:S:1:pos:R:3 method="wB97M-V/def2-TZVPD" smiles=N#CON(F)Cl relative_energy_ev=0.0000 homo_lumo_gap_ev=11.26 spin_multiplicity=1 total_charge=0 lumo_energy_ev=-0.9
C -0.057 -0.930 0.808
N 0.156 -2.032 0.753
N -0.210 1.144 -0.257
O -0.509 0.298 0.786
F -0.896 0.675 -1.372
Cl 1.516 0.845 -0.718

***

7
Properties=species:S:1:pos:R:3 method="wB97M-V/def2-TZVPD" relative_energy_ev=1.8074 homo_lumo_gap_ev=7.67 spin_multiplicity=1 total_charge=-2 lumo_energy_ev=6.5
C 0.274 1.436 0.929
O 1.173 -1.773 -0.231
O 0.617 -0.006 -2.010
O -0.180 0.424 0.593
O -1.245 -1.445 -1.017
P 0.160 -0.967 -0.971
Cl -0.801 2.331 2.707

***

10
Properties=species:S:1:pos:R:3 method="wB97M-V/def2-TZVPD" homo_lumo_gap_ev="6.46 / 6.70" spin_multiplicity=5 total_charge=0 lumo_energy_ev="-2.1 / -2.1"
Cr -0.872 2.027 -1.951
N -0.768 0.643 -0.621
S -1.818 1.667 0.404
S 0.679 0.246 -0.134
O 1.312 0.946 0.987
O 1.432 0.080 -1.399
C 0.385 -1.472 0.538
F 1.548 -2.024 0.854
F -0.389 -1.403 1.614
F -0.215 -2.220 -0.377

***

14
Properties=species:S:1:pos:R:3 method="wB97M-V/def2-TZVPD" relative_energy_ev=1.4150 homo_lumo_gap_ev="3.67 / 3.66" spin_multiplicity=1 total_charge=-1 lumo_energy_ev="1.6 / 1.6"
Cs 3.557 -3.567 6.190
N -0.003 -2.982 6.511
S -0.857 -2.293 5.552
O -0.728 -2.440 4.045
C -2.694 -2.612 5.794
F -3.057 -2.201 7.002
F -2.883 -3.925 5.710
F -3.426 -1.998 4.879
Mg 1.038 -1.707 3.270
S 5.072 -1.084 3.711
O 4.088 -2.485 3.291
S 0.611 0.192 5.387
O 0.648 0.166 3.782
O -0.963 -0.622 5.739

***

12
Properties=species:S:1:pos:R:3 method="wB97M-V/def2-TZVPD" homo_lumo_gap_ev="9.89 / 9.00" spin_multiplicity=6 total_charge=+2 lumo_energy_ev="-10.4 / -11.3"
P 1.485 0.744 0.032
F 2.138 1.044 1.421
F -3.099 2.488 -0.737
F 2.903 0.416 -0.613
F 1.284 1.953 -0.939
F 0.022 1.218 0.754
O 0.978 -0.726 -0.269
O -0.007 -2.695 -0.178
C -0.175 -1.491 -0.103
O -1.285 -0.927 0.063
Li -1.940 -3.075 0.058
Dy -2.305 1.051 0.511

***

5
Properties=species:S:1:pos:R:3 method="wB97M-V/def2-TZVPD" smiles=N#CN(F)F relative_energy_ev=4.6723 homo_lumo_gap_ev=10.27 spin_multiplicity=1 total_charge=0 lumo_energy_ev=-0.8
N -1.949 -0.948 1.309
F 1.445 -0.427 0.922
F 0.619 -1.343 -0.885
C -0.933 -0.670 0.743
N 0.221 -0.576 0.131

***

6
Properties=species:S:1:pos:R:3 method="wB97M-V/def2-TZVPD" smiles="O=C(F)OOF" relative_energy_ev=0.2173 homo_lumo_gap_ev=12.04 spin_multiplicity=1 total_charge=0 lumo_energy_ev=-0.5
C 0.894 -0.068 0.057
O 1.930 -0.567 0.182
O -0.127 -0.442 -0.895
O -1.383 0.231 -0.697
F 0.508 1.022 0.745
F -1.823 -0.175 0.609

***

6
Properties=species:S:1:pos:R:3 method="wB97M-V/def2-TZVPD" relative_energy_ev=2.1319 homo_lumo_gap_ev="7.19 / 7.12" spin_multiplicity=1 total_charge=0 lumo_energy_ev="-4.5 / -4.5"
C -1.012 -0.040 0.031
O -2.062 -0.622 0.085
O 0.072 -0.651 -0.163
O 1.710 0.422 -0.364
F -1.157 1.302 0.109
F 2.449 -0.411 0.301

***

7
Properties=species:S:1:pos:R:3 method="wB97M-V/def2-TZVPD" relative_energy_ev=3.1056 homo_lumo_gap_ev="7.85 / 7.94" spin_multiplicity=3 total_charge=0 lumo_energy_ev="0.3 / -5.2"
C 1.206 -1.265 0.226
O 0.741 -2.281 0.538
O -0.471 0.311 1.326
O -0.448 -0.359 -1.190
F 0.779 1.536 -0.391
F -1.451 1.573 -0.440
S -0.355 0.484 -0.071

***

10
Properties=species:S:1:pos:R:3 method="wB97M-V/def2-TZVPD" relative_energy_ev=0.2971 homo_lumo_gap_ev="6.24 / 6.74" spin_multiplicity=1 total_charge=-2 lumo_energy_ev="5.8 / 5.7"
C 0.778 0.210 0.201
O 3.086 -0.022 -1.379
O -2.952 -0.150 -1.469
O 3.093 -1.598 0.550
O -3.088 1.048 0.662
O -2.483 -1.367 0.644
F 0.664 1.230 -0.638
F 0.585 0.896 1.401
S 2.830 -0.199 0.092
S -2.414 -0.033 -0.100

***

5
Properties=species:S:1:pos:R:3 method="wB97M-V/def2-TZVPD" relative_energy_ev=3.4899 homo_lumo_gap_ev=9.79 spin_multiplicity=1 total_charge=0 lumo_energy_ev=-0.4
C 0.696 -0.439 -0.475
O -0.188 -1.007 0.734
F -1.299 1.239 0.111
F 1.079 0.821 -0.086
S -1.093 -0.361 -0.304

***

6
Properties=species:S:1:pos:R:3 method="wB97M-V/def2-TZVPD" smiles=FC(F)(F)OI relative_energy_ev=1.2361 homo_lumo_gap_ev=8.99 spin_multiplicity=1 total_charge=0 lumo_energy_ev=-0.5
C 0.558 -0.053 -0.015
O -0.770 0.986 0.166
F 1.488 0.515 -0.689
F 0.895 -0.218 1.181
F 0.219 -1.196 -0.638
I -2.389 -0.036 -0.007

***

14
Properties=species:S:1:pos:R:3 method="wB97M-V/def2-TZVPD" relative_energy_ev=0.0827 homo_lumo_gap_ev=6.95 spin_multiplicity=1 total_charge=+1 lumo_energy_ev=-5.9
Mg 1.820 -1.339 1.012
N 0.148 -0.752 1.802
S -0.876 0.119 1.171
O -0.704 0.764 -0.213
C -2.272 -0.962 0.556
F -2.737 -1.723 1.535
F -1.778 -1.727 -0.425
F -3.262 -0.232 0.059
Y 0.674 0.501 -1.713
S 3.689 0.304 -0.975
O 2.199 -0.403 -0.642
S 2.761 2.321 -1.489
O 1.720 1.832 -2.639
O -1.380 1.298 1.962

***

6
Properties=species:S:1:pos:R:3 method="wB97M-V/def2-TZVPD" relative_energy_ev=2.7648 homo_lumo_gap_ev="11.30 / 7.56" spin_multiplicity=1 total_charge=0 lumo_energy_ev="-1.6 / -3.7"
C -0.147 0.665 -0.106
N 1.147 0.546 0.311
O 0.229 -0.452 0.604
F -0.638 0.388 -1.378
F -0.903 1.534 0.418
F 0.313 -2.680 0.150